(1)
107
Properties=species:S:1:pos:R:3 method="wB97M-V/def2-TZVPD" homo_lumo_gap_ev=7.035 charge=-1 e_lumo_ev=2.373 homo_ev=-4.663 spin_multiplicity=1
In -0.0748 -0.2544 -0.9896
C -1.6747 -2.7127 0.6030
P -1.4070 -1.1208 1.5099
C -0.3884 -1.4705 3.0226
C 0.5687 -0.2475 3.1622
C 2.5227 -0.8156 3.9802
C 2.2788 -1.7099 5.2411
C 0.1166 -1.9517 5.6125
C -0.6358 -2.3260 4.2915
C -3.1147 -0.8131 2.0775
C -3.9001 -1.7913 2.6834
C -5.2063 -1.5091 3.0491
C -5.7377 -0.2475 2.8170
C -4.9598 0.7335 2.2223
C -3.6515 0.4528 1.8517
C -2.4787 -2.2532 -0.5839
C -3.6525 -2.7517 -1.1024
C -4.0500 -1.8658 -2.1298
C -3.1021 -0.8631 -2.1793
C -3.1474 0.3753 -3.0351
P -1.7215 1.4995 -2.6976
C -0.8632 1.5211 -4.3072
C -0.4332 2.6949 -4.9193
C 0.3198 2.6372 -6.0833
C 0.6469 1.4120 -6.6430
C 0.2303 0.2393 -6.0299
C -0.5115 0.2899 -4.8630
C -2.4933 3.1629 -2.6223
C -3.7131 3.4832 -3.2151
C -4.2688 4.7420 -3.0441
C -3.6071 5.7038 -2.2938
C -2.3782 5.4068 -1.7255
C -1.8295 4.1432 -1.8852
N -2.1416 -1.0876 -1.2352
H -2.2074 -3.4728 1.1736
H -0.7122 -3.1242 0.2882
H 0.2456 0.6257 2.6088
H 3.5461 -0.4536 3.8831
H 3.1647 -1.8674 5.8550
H -0.4668 -2.1089 6.5186
H -1.6409 -2.7154 4.4497
H -3.4995 -2.7815 2.8639
H -5.8186 -2.2774 3.5063
H -6.7609 -0.0332 3.1017
H -5.3744 1.7180 2.0426
H -3.0264 1.2036 1.3851
H -4.1665 -3.6459 -0.7807
H -4.9313 -1.9388 -2.7507
H -4.0606 0.9180 -2.7895
H -3.1740 0.1263 -4.0976
H -0.6778 3.6546 -4.4808
H 0.6620 3.5529 -6.5499
H 1.2455 1.3681 -7.5441
H 0.5056 -0.7199 -6.4494
H -0.7960 -0.6311 -4.3603
H -4.2307 2.7580 -3.8289
H -5.2271 4.9713 -3.4943
H -4.0530 6.6807 -2.1528
H -1.8504 6.1494 -1.1406
H -0.8808 3.9120 -1.4178
N 1.7963 2.8523 -1.1050
C 0.8295 2.7296 -0.1429
N 0.5546 3.7020 0.7188
N -0.4876 3.2443 1.4268
N -0.8233 2.0674 1.0283
N 0.0073 1.6861 0.0333
C 2.1643 1.8836 -2.0071
N 3.1665 2.0227 -2.8573
N 3.1987 0.8571 -3.5300
N 2.2721 0.0669 -3.1204
N 1.5727 0.6944 -2.1443
H 2.3681 3.6784 -1.0735
O 0.2777 -2.8566 -2.4910
C 0.8146 -2.2519 -1.5823
C 2.0468 -2.8602 -0.9423
C 2.5339 -4.0562 -1.4770
C 3.5821 -4.7289 -0.8807
C 4.1625 -4.2211 0.2776
C 3.7096 -3.0250 0.8026
C 2.6637 -2.3283 0.1940
P 2.1046 -0.7362 0.8923
C 3.6079 0.2709 0.7790
C 4.5069 0.0955 -0.2742
C 5.5233 1.0143 -0.4818
C 5.6531 2.1086 0.3606
C 4.7579 2.2947 1.4048
C 3.7321 1.3873 1.6098
C 1.7534 -1.1362 2.6657
C 0.8216 -2.3768 2.6523
C 0.5644 -3.2410 3.9001
C 1.2854 -2.8968 5.2129
C 1.1220 -0.7709 5.6885
C 1.3467 0.0958 4.4402
H 2.0542 -4.4319 -2.3723
H 3.9442 -5.6575 -1.3059
H 4.9706 -4.7547 0.7637
H 4.1679 -2.6034 1.6913
H 4.3845 -0.7395 -0.9515
H 6.1917 0.8927 -1.3237
H 6.4406 2.8318 0.1883
H 4.8385 3.1675 2.0417
H 3.0029 1.5522 2.3966
H 0.8221 -2.9599 1.7343
H 0.4453 -4.3037 3.6940
H 1.5656 -3.7483 5.8320
H 1.1479 -0.2488 6.6435
H 1.4791 1.1629 4.6120

---

(2)
104
Properties=species:S:1:pos:R:3 method="wB97M-V/def2-TZVPD" homo_lumo_gap_ev="7.651 / 5.588" charge=+2 s2=0.7522 e_lumo_ev="-5.280 / -7.343" homo_ev="-12.931 / -12.931" spin_multiplicity=2
Cu 13.8882 12.4168 11.9611
C 8.0488 14.5883 10.6785
O 9.2844 15.3600 10.2745
C 10.3566 14.5442 10.5550
N 10.0682 13.3544 11.0113
C 8.6138 13.2069 10.8619
C 7.9637 12.3390 11.8961
C 8.6166 11.2032 12.3966
C 8.1136 10.4389 13.4106
C 6.8150 10.6008 13.8576
C 6.0868 11.6903 13.2867
C 6.6538 12.5251 12.3138
C 11.6517 15.1164 10.3112
C 11.6571 16.3511 9.5942
C 12.8373 16.9514 9.2708
C 14.0110 16.3596 9.6459
C 13.9603 15.1616 10.3690
N 12.8132 14.5414 10.7750
C 15.2591 14.6168 10.8087
N 15.4880 13.4941 11.4221
C 16.9963 13.3224 11.3134
C 17.5212 14.7189 10.8965
O 16.2798 15.4074 10.4370
C 17.7181 12.6556 12.4184
C 17.2401 11.4037 12.9004
C 18.0143 10.7095 13.8179
C 19.0649 11.3220 14.4841
C 19.4941 12.5781 14.0610
C 18.8134 13.2723 13.0375
H 7.2142 14.7355 9.9571
H 7.7240 15.0754 11.6553
H 8.4539 12.6586 9.8835
H 9.5928 10.9879 11.9882
H 8.6773 9.5781 13.7855
H 6.3788 9.9286 14.5760
H 5.0345 11.8787 13.5830
H 6.1375 13.4257 11.9596
H 10.6278 16.7317 9.3170
H 12.8251 17.9307 8.8034
H 15.0145 16.7176 9.4163
H 17.0760 12.5764 10.4724
H 18.2603 14.6743 10.0664
H 17.8498 15.3552 11.6966
H 16.2720 11.0125 12.5255
H 17.6567 9.7486 14.1148
H 19.6389 10.7407 15.1821
H 20.3568 13.0962 14.4463
H 19.2424 14.1934 12.6457
S 12.3804 13.7363 18.0252
C 12.7169 13.5945 16.3385
C 11.7172 13.2143 15.3976
C 12.1041 12.8833 14.1009
N 13.3928 12.9052 13.7320
C 14.3170 13.4442 14.5581
C 14.0340 13.7749 15.8726
C 12.7249 12.0490 18.4945
C 13.9588 11.4646 18.3177
C 14.0488 10.1107 18.5715
N 13.0723 9.3295 19.0220
C 11.9551 10.0076 19.3434
C 11.7044 11.3347 19.0490
H 10.7061 13.1013 15.7197
H 11.4478 12.6227 13.2972
H 15.3734 13.4412 14.1854
H 14.8185 14.2025 16.5201
H 14.9020 11.9875 18.0641
H 15.0205 9.5474 18.4690
H 11.1437 9.4586 19.7761
H 10.7039 11.7054 19.2006
O 14.0121 10.9380 10.7266
As 13.5401 9.3151 10.4177
C 15.0931 8.6564 9.4525
C 16.1993 8.2661 10.2350
C 17.4029 7.9350 9.5908
C 17.4621 8.0319 8.2051
C 16.3833 8.4791 7.4574
C 15.1751 8.7697 8.0725
C 11.9865 9.1909 9.3566
C 11.0270 8.1957 9.6468
C 9.9945 7.9356 8.7170
C 9.9069 8.7163 7.5943
C 10.7953 9.7802 7.3708
C 11.8447 10.0005 8.1970
C 13.2804 8.2163 11.9998
C 12.9158 8.7836 13.2408
C 12.8969 7.9854 14.3694
C 13.1176 6.6215 14.2487
C 13.3766 6.0307 13.0069
C 13.5052 6.8543 11.9064
H 16.1425 8.1659 11.3183
H 18.2592 7.5333 10.1401
H 18.4021 7.7945 7.6704
H 16.5880 8.7161 6.4191
H 14.3391 9.1578 7.4427
H 11.1262 7.5386 10.5294
H 9.3485 7.0962 8.8338
H 9.1130 8.5561 6.8672
H 10.6367 10.3980 6.5006
H 12.6833 10.6890 7.9032
H 12.7339 9.8767 13.3870
H 12.7282 8.3499 15.3665
H 13.1691 6.0494 15.1773
H 13.5424 4.9506 12.9518
H 13.9431 6.5024 10.9642

---

Calculated values (eV) of DFT total energy for the records, taken in order: -103538.2070, -183459.7340.
Calculated values (eV/Å) of maximum force for the records, taken in order: 0.817, 4.276.